1.
Density functional theory data (the ωB97M-V functional and the def2-TZVPD basis) for a cluster of 2 separate species, C4H12OS in total.

Last column: natural (NBO) charge in e.
Element x y z (Å)
C  2.128  0.478  0.432  -0.61
C  1.341  -0.578  1.205  -0.41
C  -0.125  -0.588  0.850  -0.52
S  -0.973  0.910  1.409  0.18
C  -2.577  0.601  0.627  -0.73
H  1.866  0.444  -0.630  0.21
H  3.196  0.393  0.589  0.21
H  1.831  1.479  0.735  0.21
H  1.737  -1.568  0.962  0.20
H  1.470  -0.466  2.288  0.20
H  -0.229  -0.691  -0.232  0.21
H  -0.623  -1.450  1.297  0.21
H  -2.476  0.478  -0.445  0.21
H  -3.169  1.495  0.810  0.23
H  -3.028  -0.285  1.078  0.21
O  0.067  0.026  -3.400  -0.93
H  -0.863  -0.223  -3.420  0.47
H  0.426  -0.455  -4.156  0.47

As for the HOMO energy: -8.32 eV.

2.
Density functional theory data (the ωB97M-V functional and the def2-TZVPD basis) for an isolated molecule of C6H6Cl2 in a non-equilibrium geometry.

Last column: natural (NBO) charge in e.
Element x y z (Å)
C  -1.030  1.626  -0.563  -0.33
C  -1.367  0.472  -1.038  -0.25
C  -1.156  -0.767  -0.270  -0.04
Cl  -2.542  -1.730  -0.028  0.02
C  0.009  -1.273  0.189  -0.26
C  1.372  -0.670  0.134  -0.09
C  1.765  0.238  1.113  -0.39
Cl  2.506  -1.394  -0.898  0.04
H  -0.463  1.582  0.385  0.20
H  -1.066  2.563  -1.165  0.21
H  -2.054  0.358  -1.849  0.22
H  0.002  -2.215  0.830  0.24
H  2.928  0.520  1.367  0.22
H  1.096  0.690  1.792  0.20

As for the HOMO energy: -9.29 eV.

HOMO energy of number 1 (C4H12OS)? -8.32 eV

The highest HOMO energy belongs to which entry? C4H12OS